A structure of composition C24H24IN9S2. Source: OMol25; level of theory: the ωB97M-V functional and the def2-TZVPD basis.

- LUMO level (eV) = -0.71
- E_HOMO (eV) = -8.637
- strongest force on any atom (eV Å⁻¹) = 1.6

```
60
Properties=species:S:1:pos:R:3:forces:R:3
N 3.259873 -4.530535 -0.105523 0.37 -0.47 -0.22
C 2.794396 -4.345152 -1.479182 0.43 0.89 -0.09
N 3.781033 -4.907454 -2.447054 -0.07 -0.32 0.81
N 2.744344 -2.880426 -1.690732 -0.77 -0.24 0.32
C 1.387118 -4.986042 -1.679109 0.17 0.39 -0.37
C 0.270260 -3.958651 -1.622985 0.05 -0.12 0.17
C 0.096421 -3.149343 -0.441347 0.59 -0.47 0.21
C -0.841357 -2.193163 -0.326995 -0.19 0.27 0.37
I -0.924860 -1.058183 1.443986 -0.35 -0.74 0.05
C -1.730478 -1.997715 -1.419848 -0.39 0.29 -0.18
N -2.745339 -1.131090 -1.502502 0.14 -0.39 -0.55
S -3.408602 -1.373561 -2.950581 -0.29 -0.05 -0.36
N -2.493835 -2.574301 -3.572927 -0.33 1.10 1.17
C -1.606156 -2.797544 -2.604097 0.71 -0.68 -0.20
C -0.567565 -3.772947 -2.674394 0.53 -0.26 -0.30
N -0.402057 -4.583534 -3.867030 -0.81 -0.40 0.21
C -0.884397 -5.698405 -3.769640 -0.11 0.37 0.56
S -1.532585 -7.073960 -3.396136 0.25 0.11 -0.57
H 2.645261 -5.139450 0.419116 -0.03 0.09 -0.07
H 4.161481 -4.999021 -0.099291 -0.05 0.11 0.02
H 4.682540 -4.599080 -2.079646 0.04 -0.24 -0.19
H 3.696138 -4.375317 -3.309472 -0.17 -0.23 -0.02
H 2.466003 -2.656296 -2.640973 0.11 0.06 0.04
H 3.652354 -2.479958 -1.485099 -0.09 -0.02 -0.03
H 1.189294 -5.780356 -0.945351 0.26 0.26 -0.05
H 1.425567 -5.494959 -2.647715 -0.21 0.21 0.20
H 0.758630 -3.305406 0.409418 0.04 -0.07 -0.35
N 1.023170 2.163952 -0.518514 -0.13 0.13 -1.01
C 1.363957 3.135541 -1.368066 0.08 -0.09 0.12
C 0.573382 3.541252 -2.431605 -0.03 -0.03 0.01
C -0.640025 2.901435 -2.629025 -0.05 0.02 -0.06
C -1.013834 1.888959 -1.759706 0.07 0.08 -0.08
C -0.151302 1.561267 -0.725544 0.11 -0.16 0.13
H 2.322712 3.606290 -1.176418 -0.02 0.05 -0.05
H 0.899707 4.337278 -3.087066 0.02 0.00 0.02
H -1.286491 3.189224 -3.448964 0.00 0.01 0.02
H -1.952475 1.365437 -1.877813 0.01 -0.02 0.06
H -0.399026 0.775962 -0.005718 0.07 0.64 -0.57
N 0.032751 2.048334 3.233337 0.45 -0.09 0.28
C 1.076646 2.253647 2.419824 -0.55 0.05 -0.19
C 2.381787 2.387476 2.868100 -0.03 0.00 0.12
C 2.621888 2.310059 4.229748 0.10 0.01 0.01
C 1.554370 2.100819 5.089002 0.02 0.01 -0.02
C 0.287792 1.975829 4.542278 -0.19 -0.04 -0.11
H 0.841313 2.311043 1.352066 0.37 -0.01 0.82
H 3.188105 2.548534 2.165170 -0.04 -0.02 -0.04
H 3.628065 2.411186 4.618171 -0.02 0.00 0.00
H 1.700973 2.035205 6.158652 -0.03 0.00 0.00
H -0.577009 1.807370 5.176462 0.05 0.00 0.06
N -4.167391 4.707516 0.680723 0.08 -0.03 0.14
C -3.188550 3.829638 0.907977 -0.15 0.11 -0.09
C -2.642978 3.585139 2.160054 -0.01 -0.07 -0.13
C -3.140810 4.296917 3.238321 0.00 0.01 0.06
C -4.156663 5.215499 3.025406 0.03 -0.03 -0.01
C -4.632443 5.379944 1.733476 -0.04 0.01 -0.16
H -2.828611 3.298783 0.032960 0.05 -0.04 0.05
H -1.849958 2.858311 2.287027 -0.05 0.05 0.02
H -2.741888 4.137610 4.233026 0.01 0.00 -0.02
H -4.571646 5.791372 3.841949 -0.02 0.01 -0.03
H -5.428994 6.084992 1.519838 0.00 0.02 0.07
```
Positions in Å, forces in eV/Å.